C15H8N2O5Re | the ωB97M-V functional and the def2-TZVPD basis

The total charge is +2. The strongest force on any atom comes out at 2.69 eV/Å. As for the spin multiplicity: 2. As for the frontier orbital gap (alpha / beta): 0.1698 / 0.1692 Eh. The molecular weight comes out at 482.4 g/mol.

Positions of all 31 atoms, in Å:
Re: 0.518 -1.057 -0.624
O: 5.037 -1.614 3.574
C: 4.174 -1.682 2.794
C: 2.611 -1.603 3.097
O: 2.187 -1.690 4.197
C: 2.012 -1.423 1.779
C: 2.953 -1.527 0.723
O: 2.530 -1.335 -0.461
C: 4.318 -1.779 1.204
O: 5.344 -2.035 0.679
O: 0.793 -1.163 1.447
C: -3.688 -1.950 -0.900
C: -4.276 -0.692 -0.901
C: -3.460 0.431 -0.845
C: -2.082 0.271 -0.787
N: -1.510 -0.967 -0.751
C: -2.309 -2.040 -0.805
C: -1.112 1.369 -0.827
C: -1.414 2.727 -0.858
C: -0.392 3.657 -0.990
C: 0.917 3.206 -1.124
C: 1.161 1.846 -1.050
N: 0.182 0.951 -0.890
H: -4.282 -2.849 -0.953
H: -5.349 -0.584 -0.948
H: -3.893 1.417 -0.863
H: -1.830 -3.012 -0.760
H: -2.435 3.064 -0.777
H: -0.613 4.714 -0.995
H: 1.739 3.891 -1.260
H: 2.172 1.458 -1.123

Charges per atom according to natural (NBO) partitioning, unit e: atom 1 (Re): 1.566, atom 2 (O): -0.327, atom 3 (C): 0.404, atom 4 (C): 0.370, atom 5 (O): -0.322, atom 6 (C): 0.279, atom 7 (C): 0.260, atom 8 (O): -0.505, atom 9 (C): 0.377, atom 10 (O): -0.329, atom 11 (O): -0.466, atom 12 (C): -0.203, atom 13 (C): -0.063, atom 14 (C): -0.181, atom 15 (C): 0.192, atom 16 (N): -0.543, atom 17 (C): 0.087, atom 18 (C): 0.161, atom 19 (C): -0.175, atom 20 (C): -0.078, atom 21 (C): -0.203, atom 22 (C): 0.088, atom 23 (N): -0.466, atom 24 (H): 0.276, atom 25 (H): 0.269, atom 26 (H): 0.257, atom 27 (H): 0.233, atom 28 (H): 0.257, atom 29 (H): 0.269, atom 30 (H): 0.274, atom 31 (H): 0.239

C70H95NO6 | the ωB97M-V functional and the def2-TZVPD basis

As for the structure (SMILES): CCCCCCCCCCCCCCCCCC[C@@]1(CON=O)OC(=O)O[C@H]1CCCCCOC.c1ccccc1.c1ccccc1.c1ccccc1.c1ccccc1.c1ccccc1.c1ccccc1.c1ccccc1. The total charge is 0. The strongest force on any atom comes out at 3.98 eV/Å. As for the frontier orbital gap: 0.3179 Eh. The molecular weight comes out at 1046.5 g/mol.

Positions of all 172 atoms, in Å:
C: -3.364 -7.275 13.463
C: -3.268 -8.137 12.206
C: -4.061 -7.497 11.046
C: -3.193 -7.056 9.851
C: -3.445 -5.585 9.492
C: -2.922 -5.191 8.107
C: -3.829 -4.179 7.399
C: -3.621 -4.129 5.891
C: -2.400 -3.301 5.477
C: -2.475 -2.874 4.003
C: -1.132 -2.914 3.298
C: -1.239 -2.634 1.790
C: -0.260 -1.574 1.284
C: 1.134 -2.129 0.950
C: 1.516 -1.969 -0.518
C: 1.598 -0.518 -0.973
C: 2.815 0.233 -0.449
C: 4.065 0.061 -1.335
C: 4.608 1.370 -1.865
C: 5.310 1.028 -3.260
O: 4.475 1.294 -4.377
N: 4.897 2.486 -5.077
O: 5.617 2.225 -5.944
O: 3.571 2.302 -2.147
C: 4.068 3.537 -1.768
O: 3.925 4.602 -2.368
O: 4.779 3.313 -0.621
C: 5.626 2.200 -1.034
C: 6.376 1.609 0.141
C: 7.832 1.301 -0.169
C: 8.052 0.379 -1.372
C: 9.172 -0.652 -1.129
C: 8.680 -1.942 -0.504
O: 7.755 -1.713 0.553
C: 6.543 -2.403 0.354
H: -2.907 -7.739 14.331
H: -2.892 -6.319 13.253
H: -4.405 -7.072 13.698
H: -2.219 -8.201 11.930
H: -3.613 -9.149 12.396
H: -4.832 -8.195 10.732
H: -4.575 -6.617 11.418
H: -2.149 -7.119 10.142
H: -3.353 -7.677 8.975
H: -4.500 -5.343 9.578
H: -2.932 -4.996 10.251
H: -2.860 -6.085 7.489
H: -1.930 -4.755 8.188
H: -3.714 -3.197 7.854
H: -4.856 -4.489 7.589
H: -4.512 -3.732 5.416
H: -3.446 -5.146 5.546
H: -2.383 -2.424 6.119
H: -1.485 -3.865 5.635
H: -2.871 -1.859 3.950
H: -3.199 -3.512 3.499
H: -0.430 -2.256 3.805
H: -0.754 -3.928 3.426
H: -1.135 -3.567 1.243
H: -2.248 -2.269 1.598
H: -0.148 -0.861 2.100
H: -0.712 -1.040 0.454
H: 1.116 -3.200 1.154
H: 1.894 -1.725 1.614
H: 0.735 -2.462 -1.097
H: 2.432 -2.524 -0.725
H: 1.630 -0.499 -2.059
H: 0.691 -0.017 -0.652
H: 2.561 1.289 -0.437
H: 3.049 -0.019 0.582
H: 3.775 -0.534 -2.198
H: 4.846 -0.486 -0.824
H: 6.231 1.591 -3.385
H: 5.588 -0.020 -3.283
H: 6.382 2.683 -1.653
H: 5.894 0.746 0.592
H: 6.373 2.383 0.906
H: 8.270 0.834 0.706
H: 8.384 2.223 -0.335
H: 7.159 -0.184 -1.635
H: 8.362 0.945 -2.246
H: 9.608 -0.906 -2.092
H: 9.958 -0.196 -0.534
H: 9.538 -2.470 -0.086
H: 8.264 -2.599 -1.264
H: 6.685 -3.483 0.307
H: 5.839 -2.181 1.149
H: 6.090 -2.076 -0.583
C: 6.237 -5.332 -4.987
C: 6.318 -4.007 -5.392
C: 5.861 -2.997 -4.557
C: 5.322 -3.315 -3.318
C: 5.235 -4.640 -2.914
C: 5.694 -5.649 -3.749
H: 6.597 -6.119 -5.636
H: 6.735 -3.761 -6.359
H: 5.924 -1.963 -4.872
H: 4.967 -2.526 -2.665
H: 4.810 -4.886 -1.950
H: 5.628 -6.683 -3.436
C: 0.353 2.281 -2.357
C: -0.735 2.692 -1.600
C: -2.009 2.240 -1.916
C: -2.199 1.388 -2.995
C: -1.111 0.990 -3.762
C: 0.164 1.433 -3.439
H: 1.348 2.614 -2.104
H: -0.588 3.354 -0.755
H: -2.857 2.547 -1.317
H: -3.192 1.032 -3.236
H: -1.257 0.327 -4.605
H: 1.017 1.116 -4.026
C: 2.586 1.951 -7.722
C: 2.893 2.424 -8.990
C: 1.886 2.600 -9.928
C: 0.571 2.299 -9.599
C: 0.265 1.820 -8.333
C: 1.272 1.647 -7.394
H: 3.370 1.826 -6.992
H: 3.918 2.656 -9.246
H: 2.124 2.971 -10.917
H: -0.216 2.439 -10.330
H: -0.760 1.583 -8.077
H: 1.032 1.278 -6.406
C: -3.164 -0.404 1.651
C: -3.198 0.948 1.332
C: -4.410 1.619 1.290
C: -5.589 0.942 1.565
C: -5.558 -0.409 1.882
C: -4.344 -1.082 1.924
H: -2.217 -0.927 1.688
H: -2.279 1.476 1.115
H: -4.437 2.673 1.045
H: -6.533 1.471 1.535
H: -6.478 -0.937 2.096
H: -4.317 -2.136 2.172
C: -5.976 3.298 4.142
C: -5.103 4.265 4.621
C: -5.516 5.585 4.719
C: -6.803 5.940 4.339
C: -7.676 4.975 3.858
C: -7.262 3.653 3.759
H: -5.650 2.270 4.064
H: -4.098 3.989 4.911
H: -4.833 6.340 5.087
H: -7.125 6.971 4.414
H: -8.678 5.253 3.556
H: -7.942 2.899 3.381
C: -3.467 8.550 0.594
C: -4.445 8.131 1.487
C: -4.884 6.815 1.470
C: -4.347 5.919 0.556
C: -3.374 6.337 -0.342
C: -2.933 7.653 -0.321
H: -3.121 9.575 0.611
H: -4.865 8.833 2.197
H: -5.642 6.487 2.166
H: -4.689 4.892 0.544
H: -2.960 5.638 -1.058
H: -2.174 7.980 -1.020
C: -2.858 5.148 -11.370
C: -2.618 4.244 -10.345
C: -3.476 3.171 -10.150
C: -4.576 3.002 -10.979
C: -4.820 3.910 -12.000
C: -3.961 4.982 -12.196
H: -2.186 5.982 -11.525
H: -1.762 4.376 -9.696
H: -3.287 2.465 -9.351
H: -5.244 2.164 -10.829
H: -5.681 3.782 -12.644
H: -4.150 5.689 -12.994

Here are the Mulliken charges for atoms 1 to 99, given in e: atom 1 (C): -1.287, atom 2 (C): -0.406, atom 3 (C): -0.771, atom 4 (C): -0.441, atom 5 (C): -0.939, atom 6 (C): -0.630, atom 7 (C): -0.740, atom 8 (C): -0.742, atom 9 (C): -0.855, atom 10 (C): -0.203, atom 11 (C): -0.765, atom 12 (C): -1.202, atom 13 (C): -1.077, atom 14 (C): -0.775, atom 15 (C): -1.373, atom 16 (C): 0.215, atom 17 (C): -1.179, atom 18 (C): 0.581, atom 19 (C): 0.849, atom 20 (C): -1.371, atom 21 (O): -0.005, atom 22 (N): 0.066, atom 23 (O): -0.256, atom 24 (O): -0.054, atom 25 (C): 0.116, atom 26 (O): -0.598, atom 27 (O): -0.539, atom 28 (C): 0.632, atom 29 (C): -1.168, atom 30 (C): -1.002, atom 31 (C): 0.185, atom 32 (C): -1.105, atom 33 (C): -0.652, atom 34 (O): -0.395, atom 35 (C): -0.257, atom 36 (H): 0.378, atom 37 (H): 0.294, atom 38 (H): 0.340, atom 39 (H): 0.287, atom 40 (H): 0.371, atom 41 (H): 0.353, atom 42 (H): 0.415, atom 43 (H): 0.236, atom 44 (H): 0.424, atom 45 (H): 0.499, atom 46 (H): 0.244, atom 47 (H): 0.364, atom 48 (H): 0.270, atom 49 (H): 0.281, atom 50 (H): 0.455, atom 51 (H): 0.421, atom 52 (H): 0.263, atom 53 (H): 0.411, atom 54 (H): 0.329, atom 55 (H): 0.277, atom 56 (H): 0.338, atom 57 (H): 0.244, atom 58 (H): 0.423, atom 59 (H): 0.774, atom 60 (H): 0.605, atom 61 (H): 0.396, atom 62 (H): 0.607, atom 63 (H): 0.504, atom 64 (H): 0.282, atom 65 (H): 0.382, atom 66 (H): 0.327, atom 67 (H): 0.269, atom 68 (H): -0.076, atom 69 (H): 0.754, atom 70 (H): 0.358, atom 71 (H): 0.556, atom 72 (H): -1.244, atom 73 (H): 0.931, atom 74 (H): 0.023, atom 75 (H): 0.786, atom 76 (H): 0.208, atom 77 (H): 0.333, atom 78 (H): 0.599, atom 79 (H): 0.344, atom 80 (H): -0.226, atom 81 (H): 0.604, atom 82 (H): 0.438, atom 83 (H): 0.423, atom 84 (H): 0.431, atom 85 (H): 0.333, atom 86 (H): 0.446, atom 87 (H): 0.240, atom 88 (H): -0.172, atom 89 (C): -0.408, atom 90 (C): -0.580, atom 91 (C): -0.417, atom 92 (C): 0.458, atom 93 (C): -0.485, atom 94 (C): -0.518, atom 95 (H): 0.363, atom 96 (H): 0.389, atom 97 (H): 0.421, atom 98 (H): 0.026, atom 99 (H): 0.402

C3H5FOSi | the ωB97M-V functional and the def2-TZVPD basis

The total charge is 0. The strongest force on any atom comes out at 4.61 eV/Å. As for the frontier orbital gap: 0.3756 Eh. The molecular weight comes out at 104.2 g/mol.

Positions of all 11 atoms, in Å:
C: 0.688 -0.509 0.477
C: 2.087 -0.046 0.141
C: 2.117 0.782 -0.853
O: -0.167 0.183 -0.407
F: -2.420 -0.898 0.100
Si: -1.733 0.488 -0.428
H: 0.647 -1.541 0.103
H: 0.526 -0.264 1.510
H: 2.717 -0.585 0.677
H: -2.152 0.914 -1.870
H: -2.310 1.475 0.549

Charges per atom according to natural (NBO) partitioning, unit e: atom 1 (C): -0.023, atom 2 (C): -0.609, atom 3 (C): 0.270, atom 4 (O): -0.924, atom 5 (F): -0.664, atom 6 (Si): 1.749, atom 7 (H): 0.208, atom 8 (H): 0.199, atom 9 (H): 0.256, atom 10 (H): -0.216, atom 11 (H): -0.247